{"formula": "C21H37Al2Br5Cl3F4MgNO12S", "method": "ωB97M-V/def2-TZVPD", "charge": 2, "symbols": ["O", "C", "O", "C", "C", "C", "C", "S", "O", "O", "O", "O", "C", "O", "C", "C", "C", "C", "C", "C", "H", "H", "H", "H", "H", "H", "H", "H", "H", "H", "H", "H", "H", "H", "H", "H", "O", "H", "H", "Mg", "F", "Al", "F", "F", "F", "Br", "Al", "C", "C", "C", "O", "C", "N", "H", "H", "H", "H", "H", "H", "H", "H", "H", "H", "H", "C", "Br", "Br", "Br", "H", "C", "O", "C", "O", "O", "C", "H", "H", "H", "H", "H", "H", "Br", "C", "Cl", "Cl", "Cl", "H"], "positions_angstrom": [[-2.451, -4.506, -3.128], [-2.299, -3.439, -3.732], [-1.186, -2.860, -3.967], [-0.235, -2.654, -2.829], [0.207, -1.197, -2.851], [1.674, -1.047, -3.223], [2.017, 0.444, -3.292], [3.736, 0.744, -2.959], [3.776, 1.903, -2.131], [4.387, -0.406, -2.432], [4.443, 1.123, -4.322], [-3.318, -2.787, -4.315], [-4.590, -2.771, -3.770], [-5.331, -2.393, -4.972], [-6.342, -1.422, -4.868], [-7.555, -1.762, -5.429], [-8.600, -0.860, -5.414], [-8.407, 0.388, -4.846], [-7.183, 0.707, -4.274], [-6.136, -0.180, -4.288], [-0.708, -2.876, -1.876], [0.623, -3.294, -2.997], [-0.376, -0.630, -3.572], [0.064, -0.785, -1.854], [2.323, -1.590, -2.548], [1.816, -1.455, -4.223], [1.446, 0.989, -2.550], [1.761, 0.823, -4.277], [3.925, 1.829, -4.743], [-4.935, -3.738, -3.418], [-4.648, -2.059, -2.953], [-7.687, -2.730, -5.886], [-9.531, -1.146, -5.871], [-9.225, 1.087, -4.868], [-7.063, 1.675, -3.818], [-5.177, 0.080, -3.865], [2.553, -3.937, -1.255], [2.871, -4.719, -0.793], [3.220, -3.267, -1.053], [-2.045, -5.517, -1.345], [2.337, -0.742, 3.442], [2.266, -1.793, 2.175], [1.882, -1.039, 0.732], [0.916, -2.924, 2.518], [3.633, -2.712, 2.040], [0.863, -4.878, 1.236], [-0.066, -4.210, 3.843], [-2.621, 0.399, 8.066], [-1.199, 0.083, 7.611], [-1.135, -0.953, 6.481], [-1.333, -2.300, 6.893], [-2.689, -2.691, 7.026], [-0.410, -0.313, 8.777], [-3.042, -0.400, 8.676], [-2.625, 1.303, 8.672], [-3.282, 0.565, 7.213], [-0.769, 1.007, 7.215], [-0.126, -0.926, 6.060], [-1.829, -0.698, 5.667], [-3.323, -2.208, 6.276], [-3.070, -2.474, 8.024], [-2.736, -3.771, 6.883], [0.562, -0.430, 8.505], [-0.701, -1.246, 9.054], [3.734, 4.974, -3.359], [3.433, 4.870, -5.265], [4.799, 6.489, -2.879], [2.084, 4.922, -2.381], [4.285, 4.088, -3.080], [8.465, 3.368, 2.187], [7.559, 2.262, 2.178], [6.489, 2.436, 1.406], [6.246, 3.416, 0.750], [5.735, 1.344, 1.486], [4.545, 1.403, 0.696], [9.280, 3.091, 2.848], [8.856, 3.553, 1.189], [7.976, 4.262, 2.570], [4.771, 1.502, -0.357], [3.905, 2.219, 1.030], [4.006, 0.469, 0.830], [-4.174, -2.020, -6.523], [0.197, 6.946, 0.967], [1.267, 8.065, 0.139], [-1.200, 7.783, 1.640], [-0.323, 5.655, -0.130], [0.744, 6.490, 1.781]], "mulliken_charge": [-0.644, 0.939, -0.218, -0.177, -0.704, -0.404, -1.062, 1.328, -0.559, -0.680, -0.485, -0.086, -0.188, -0.312, 0.544, -0.330, -0.577, -0.505, -0.760, -0.031, 0.217, 0.287, 0.299, 0.339, 0.191, 0.326, 0.520, 0.478, 0.333, 0.332, 0.448, 0.419, 0.423, 0.437, 0.417, 0.515, -0.543, 0.297, 0.250, 0.919, -0.295, 0.417, -0.244, -0.068, -0.382, -0.222, 0.584, -1.403, 0.306, -0.621, -0.330, -0.728, -0.712, 0.278, 0.355, 0.342, 0.413, 0.309, 0.387, 0.332, 0.240, 0.262, 0.272, 0.309, 0.037, -0.083, 0.005, 0.015, 0.048, -0.634, -0.347, 0.750, -0.543, -0.310, -0.079, 0.220, 0.293, 0.293, 0.116, 0.342, -0.134, 0.248, 0.042, -0.097, -0.119, -0.149, 0.293]}

***

{"formula": "C21H37BGaO12", "method": "ωB97M-V/def2-TZVPD", "charge": -1, "symbols": ["C", "Ga", "B", "O", "O", "H", "H", "H", "H", "H", "H", "H", "O", "C", "O", "C", "C", "C", "H", "H", "H", "H", "H", "H", "O", "C", "O", "C", "C", "C", "H", "H", "H", "H", "H", "H", "O", "C", "O", "C", "C", "C", "H", "H", "H", "H", "H", "H", "O", "C", "O", "C", "C", "C", "H", "H", "H", "H", "H", "H", "O", "C", "O", "C", "C", "C", "H", "H", "H", "H", "H", "H"], "positions_angstrom": [[3.149, -2.204, 0.022], [1.552, -1.733, -1.190], [-0.168, -2.507, -0.170], [-0.721, -3.774, -0.408], [-0.790, -1.787, 0.852], [2.960, -3.187, 0.457], [3.201, -1.492, 0.838], [4.091, -2.259, -0.519], [1.440, -0.111, -1.335], [1.704, -2.443, -2.636], [-0.071, -4.438, -0.140], [-0.925, -0.877, 0.566], [-1.144, 0.754, -2.575], [-1.967, 1.368, -1.975], [-1.943, 1.529, -0.628], [-3.114, 2.247, -0.181], [-3.609, 3.003, -1.410], [-3.193, 2.070, -2.544], [-3.842, 1.525, 0.187], [-2.836, 2.901, 0.634], [-4.674, 3.223, -1.371], [-3.072, 3.948, -1.502], [-3.949, 1.312, -2.757], [-2.935, 2.591, -3.461], [1.210, -5.378, 3.283], [0.386, -4.793, 3.912], [0.281, -4.945, 5.270], [-0.858, -4.228, 5.761], [-1.148, -3.163, 4.709], [-0.696, -3.848, 3.420], [-1.687, -4.932, 5.873], [-0.612, -3.818, 6.738], [-2.189, -2.843, 4.703], [-0.524, -2.287, 4.888], [-1.491, -4.443, 2.969], [-0.313, -3.143, 2.689], [3.732, 0.893, 1.150], [4.235, 1.173, 0.111], [5.424, 0.649, -0.298], [5.803, 1.205, -1.563], [4.506, 1.706, -2.191], [3.697, 2.107, -0.957], [6.518, 2.016, -1.385], [6.292, 0.428, -2.146], [4.660, 2.509, -2.911], [4.003, 0.883, -2.699], [3.890, 3.136, -0.644], [2.629, 1.948, -1.076], [-4.368, 3.014, 2.592], [-3.607, 2.877, 3.504], [-2.414, 2.273, 3.351], [-1.735, 2.158, 4.614], [-2.354, 3.240, 5.495], [-3.784, 3.302, 4.952], [-1.911, 1.156, 5.004], [-0.670, 2.288, 4.445], [-2.285, 3.015, 6.557], [-1.852, 4.191, 5.319], [-4.445, 2.583, 5.439], [-4.227, 4.292, 5.005], [2.440, -1.796, -7.418], [1.610, -1.214, -6.775], [1.612, -1.172, -5.439], [0.439, -0.483, -4.936], [-0.003, 0.396, -6.105], [0.417, -0.438, -7.313], [-0.309, -1.223, -4.653], [0.702, 0.078, -4.049], [-1.065, 0.635, -6.073], [0.554, 1.334, -6.093], [-0.351, -1.154, -7.610], [0.710, 0.155, -8.175]], "mulliken_charge": [-1.152, 0.180, 0.195, -0.629, -0.455, 0.378, 0.269, 0.275, -0.162, -0.327, 0.257, 0.133, -0.519, 0.294, -0.241, -0.047, -0.618, -0.447, 0.206, 0.064, 0.327, 0.315, 0.258, 0.311, -0.564, 0.450, -0.392, -0.409, -0.497, 0.271, 0.234, 0.331, 0.355, 0.214, 0.281, -0.261, -0.570, 0.539, -0.359, -0.510, -0.316, -0.194, 0.263, 0.342, 0.352, 0.094, 0.331, 0.074, -0.571, 0.562, -0.296, -0.398, -0.474, -0.508, 0.207, 0.320, 0.329, 0.266, 0.269, 0.311, -0.637, 0.421, -0.202, 0.029, -0.484, -0.386, 0.145, 0.047, 0.293, 0.295, 0.249, 0.290]}

***

{"formula": "C21H37Br12FO2", "method": "ωB97M-V/def2-TZVPD", "e_above_lowest_kcal_mol": 0.0, "symbols": ["C", "C", "C", "C", "C", "C", "O", "C", "O", "C", "C", "F", "H", "H", "H", "H", "H", "H", "H", "H", "H", "H", "H", "H", "H", "Br", "C", "C", "Br", "H", "H", "H", "H", "Br", "C", "C", "Br", "H", "H", "H", "H", "Br", "C", "C", "Br", "H", "H", "H", "H", "Br", "C", "C", "Br", "H", "H", "H", "H", "Br", "C", "C", "Br", "H", "H", "H", "H", "Br", "C", "C", "Br", "H", "H", "H", "H"], "positions_angstrom": [[0.421, 1.249, -2.033], [0.714, 0.612, -3.041], [0.642, -0.310, -4.321], [0.905, -1.843, -4.006], [-0.014, -2.410, -2.813], [-1.471, -1.803, -2.868], [-2.488, -2.642, -2.257], [-3.788, -2.227, -2.628], [-4.635, -3.102, -2.670], [-4.139, -0.692, -3.035], [-5.723, -0.385, -3.231], [-3.597, 0.336, -2.081], [0.037, 2.070, -1.314], [-0.361, -0.195, -4.846], [1.402, 0.111, -5.057], [1.984, -1.915, -3.654], [0.715, -2.426, -4.955], [0.522, -2.099, -1.860], [-0.012, -3.549, -2.799], [-1.715, -1.618, -3.959], [-1.441, -0.838, -2.267], [-3.635, -0.499, -4.040], [-6.068, 0.227, -2.345], [-6.379, -1.294, -3.311], [-5.805, 0.252, -4.165], [1.717, 2.940, -0.724], [2.317, 3.618, 1.008], [3.002, 2.539, 1.809], [1.713, 1.309, 2.596], [1.445, 4.037, 1.506], [3.016, 4.422, 0.773], [3.535, 2.970, 2.658], [3.694, 1.940, 1.218], [-4.932, -0.896, -0.935], [-4.012, -1.144, 0.766], [-4.948, -1.642, 1.837], [-6.071, -0.197, 2.506], [-3.546, -0.191, 1.014], [-3.235, -1.882, 0.561], [-4.387, -1.992, 2.703], [-5.613, -2.434, 1.499], [6.697, 0.610, 1.553], [7.549, 1.119, -0.122], [6.805, 2.242, -0.796], [5.184, 1.595, -1.664], [7.614, 0.220, -0.730], [8.555, 1.437, 0.156], [7.403, 2.674, -1.599], [6.504, 3.032, -0.109], [7.835, -1.638, -2.679], [8.273, -3.408, -1.995], [7.596, -3.675, -0.674], [8.495, -2.755, 0.792], [9.358, -3.468, -1.941], [7.913, -4.101, -2.757], [7.656, -4.733, -0.421], [6.554, -3.359, -0.653], [-1.945, -1.345, 7.071], [-3.197, -0.212, 6.097], [-3.294, -0.619, 4.650], [-1.748, -0.007, 3.632], [-2.867, 0.816, 6.233], [-4.156, -0.351, 6.599], [-4.153, -0.144, 4.168], [-3.356, -1.698, 4.512], [-2.235, 4.230, 3.979], [-3.868, 3.624, 3.107], [-5.067, 3.803, 4.003], [-5.132, 2.425, 5.378], [-3.703, 2.588, 2.810], [-3.960, 4.243, 2.214], [-5.991, 3.683, 3.436], [-5.084, 4.763, 4.514]], "mulliken_charge": [-0.490, 0.085, -0.453, -0.688, -0.654, -0.155, -0.396, 0.519, -0.603, 0.120, -1.137, -0.261, 0.338, 0.259, 0.351, 0.340, 0.293, 0.303, 0.353, 0.206, 0.202, 0.517, 0.385, 0.301, 0.330, -0.120, -0.539, -0.364, -0.129, 0.400, 0.324, 0.375, 0.081, -0.129, -0.696, -0.559, -0.163, 0.390, 0.400, 0.239, 0.466, -0.136, 0.036, -0.633, -0.131, -0.237, 0.349, 0.390, 0.379, -0.145, -0.548, -0.600, -0.133, 0.362, 0.333, 0.354, 0.364, -0.188, -0.959, 0.147, -0.104, 0.413, 0.461, -0.346, 0.489, -0.111, -0.288, -0.568, -0.128, 0.023, 0.371, 0.353, 0.391]}

***

{"formula": "C21H37Br4InNO4", "method": "ωB97M-V/def2-TZVPD", "charge": -1, "symbols": ["C", "C", "O", "C", "C", "O", "In", "C", "C", "O", "C", "C", "O", "C", "C", "C", "C", "C", "C", "C", "C", "C", "N", "H", "H", "H", "H", "H", "H", "H", "H", "H", "H", "H", "H", "H", "H", "H", "H", "H", "H", "H", "H", "H", "H", "H", "H", "H", "H", "H", "H", "H", "Br", "C", "C", "Br", "H", "H", "H", "H", "Br", "C", "C", "Br", "H", "H", "H", "H"], "positions_angstrom": [[4.710, -2.885, 0.688], [4.038, -2.727, 2.134], [2.760, -3.405, 2.255], [1.706, -2.458, 2.610], [1.285, -1.667, 1.282], [1.335, -0.232, 1.414], [0.559, 0.734, -0.274], [-1.079, 2.125, 0.409], [-2.538, 1.764, -0.117], [-3.604, 2.089, 0.854], [-4.676, 1.210, 0.483], [-4.757, -0.145, 1.350], [-5.433, 1.486, -0.463], [2.229, 1.991, -1.160], [3.400, 2.038, -0.073], [4.448, 3.256, -0.344], [4.302, 0.701, -0.071], [-0.130, -0.746, -1.900], [-1.283, -0.280, -2.757], [-1.849, -1.207, -3.836], [-1.068, -2.524, -3.900], [0.086, -2.749, -2.958], [0.620, -1.949, -1.917], [5.474, -2.039, 0.533], [5.265, -3.873, 0.558], [3.962, -2.810, -0.171], [4.723, -3.181, 2.933], [3.961, -1.604, 2.359], [1.977, -1.792, 3.492], [0.804, -3.092, 2.925], [2.006, -1.971, 0.435], [0.239, -1.980, 0.904], [-0.787, 3.194, 0.119], [-1.115, 2.052, 1.555], [-2.679, 0.684, -0.446], [-2.741, 2.437, -1.030], [-5.283, -0.981, 0.788], [-5.271, 0.135, 2.330], [-3.662, -0.456, 1.513], [2.563, 1.529, -2.159], [1.819, 3.057, -1.303], [3.035, 2.167, 1.004], [3.918, 4.197, -0.697], [5.273, 2.920, -1.069], [4.943, 3.479, 0.672], [3.638, -0.194, 0.213], [4.803, 0.575, -1.084], [5.128, 0.767, 0.726], [-1.730, 0.750, -2.602], [-2.724, -0.974, -4.513], [-1.357, -3.322, -4.654], [0.640, -3.747, -3.098], [-2.582, -2.103, 2.777], [-3.333, -3.149, 4.242], [-4.785, -3.483, 3.999], [-5.936, -1.949, 4.344], [-3.171, -2.577, 5.155], [-2.732, -4.058, 4.275], [-5.123, -4.252, 4.696], [-4.987, -3.809, 2.980], [-3.323, 4.599, -2.785], [-1.664, 4.660, -3.806], [-0.537, 3.979, -3.070], [0.154, 5.102, -1.636], [-1.465, 5.709, -4.023], [-1.886, 4.137, -4.737], [0.312, 3.815, -3.735], [-0.826, 3.030, -2.618]], "mulliken_charge": [-0.789, -0.242, -0.436, -0.556, 0.698, -0.714, 0.907, -0.938, 0.531, -0.441, 0.524, -0.044, -0.612, -0.442, 0.660, -1.255, -0.897, 0.176, -0.198, -0.609, -0.307, -0.324, -0.146, 0.222, 0.319, 0.171, 0.328, 0.204, 0.283, 0.000, -0.104, -0.007, 0.028, 0.390, 0.261, -0.425, 0.327, 0.194, -0.355, 0.198, -0.306, 0.118, 0.266, 0.265, 0.351, -0.077, 0.303, 0.355, 0.155, 0.340, 0.282, 0.240, 0.080, -0.662, -0.568, -0.156, 0.385, 0.334, 0.365, 0.357, -0.151, -0.635, -0.007, -0.187, 0.403, 0.385, 0.487, -0.299]}

***

HOMO level
In order: -11.903; -3.567; -8.858; -4.689
Unit: eV